[1]
{
  "formula": "C5H11N3",
  "method": "ωB97M-V/def2-TZVPD",
  "e_homo_ev": -8.57,
  "total_charge": 0,
  "total_energy_ha": -361.27359,
  "smiles": "[H]/N=N/C(C)(C)CN=C",
  "lumo_energy_ev": 1.11,
  "e_above_lowest_kcal_mol": 72.7,
  "symbols": ["H", "N", "N", "C", "C", "C", "C", "N", "C", "H", "H", "H", "H", "H", "H", "H", "H", "H", "H"],
  "xyz": [[2.98, 2.02, -1.42], [1.99, 1.79, -1.18], [1.89, 0.80, -0.48], [0.21, 0.46, -0.09], [-0.58, 0.45, -1.39], [-0.28, 1.51, 0.90], [0.45, -0.88, 0.49], [-1.07, -1.38, 1.03], [-1.25, -2.63, 0.93], [-1.66, 0.43, -1.21], [-0.32, -0.40, -2.03], [-0.33, 1.35, -1.97], [-0.17, 2.52, 0.48], [-1.34, 1.37, 1.12], [0.27, 1.46, 1.84], [1.05, -0.87, 1.40], [0.84, -1.60, -0.23], [-2.17, -3.10, 1.34], [-0.51, -3.31, 0.47]]
}



[2]
{
  "formula": "C29H74O12Si",
  "method": "ωB97M-V/def2-TZVPD",
  "e_homo_ev": -9.18,
  "total_charge": 0,
  "total_energy_ha": -2341.40857,
  "smiles": "CC(C)CC[SiH3].COCCOC.COCCOC.COCCOC.COCCOC.COCCOC.COCCOC",
  "lumo_energy_ev": 0.69,
  "symbols": ["C", "C", "C", "C", "C", "Si", "H", "H", "H", "H", "H", "H", "H", "H", "H", "H", "H", "H", "H", "H", "C", "O", "C", "C", "O", "C", "H", "H", "H", "H", "H", "H", "H", "H", "H", "H", "C", "O", "C", "C", "O", "C", "H", "H", "H", "H", "H", "H", "H", "H", "H", "H", "C", "O", "C", "C", "O", "C", "H", "H", "H", "H", "H", "H", "H", "H", "H", "H", "C", "O", "C", "C", "O", "C", "H", "H", "H", "H", "H", "H", "H", "H", "H", "H", "C", "O", "C", "C", "O", "C", "H", "H", "H", "H", "H", "H", "H", "H", "H", "H", "C", "O", "C", "C", "O", "C", "H", "H", "H", "H", "H", "H", "H", "H", "H", "H"],
  "xyz": [[1.22, -0.56, 5.01], [0.44, -0.87, 3.74], [0.03, 0.41, 3.00], [1.22, -1.79, 2.80], [1.40, -3.23, 3.31], [-0.22, -4.10, 3.69], [0.63, 0.05, 5.69], [2.14, 0.00, 4.77], [1.52, -1.46, 5.55], [-0.48, -1.40, 4.04], [0.65, 0.55, 2.10], [0.16, 1.30, 3.62], [-1.00, 0.38, 2.67], [0.72, -1.83, 1.83], [2.20, -1.34, 2.62], [2.03, -3.26, 4.20], [1.92, -3.82, 2.54], [-1.32, -3.54, 2.87], [-0.60, -4.00, 5.12], [-0.10, -5.55, 3.37], [1.75, -6.22, -2.80], [1.96, -6.96, -1.61], [2.97, -6.42, -0.78], [2.41, -5.61, 0.37], [1.72, -4.45, -0.07], [0.31, -4.61, -0.10], [0.85, -6.62, -3.27], [1.60, -5.15, -2.59], [2.60, -6.33, -3.48], [3.65, -5.79, -1.37], [3.55, -7.25, -0.37], [3.23, -5.28, 1.01], [1.74, -6.24, 0.97], [-0.09, -4.70, 0.91], [0.01, -5.49, -0.68], [-0.10, -3.71, -0.57], [-3.26, 1.62, -2.72], [-1.85, 1.63, -2.74], [-1.27, 2.35, -1.67], [-0.79, 1.43, -0.56], [-1.86, 0.74, 0.06], [-2.00, -0.60, -0.36], [-3.58, 0.90, -3.48], [-3.66, 1.31, -1.75], [-3.67, 2.60, -2.98], [-1.98, 3.07, -1.26], [-0.41, 2.91, -2.06], [-0.28, 2.02, 0.20], [-0.06, 0.72, -0.97], [-1.18, -1.22, 0.03], [-2.02, -0.69, -1.45], [-2.94, -0.97, 0.05], [-5.27, -0.07, -8.66], [-3.85, -0.03, -8.64], [-3.32, 0.65, -7.52], [-2.84, -0.30, -6.44], [-3.91, -1.04, -5.87], [-4.02, -2.36, -6.37], [-5.56, -0.72, -9.48], [-5.68, -0.46, -7.72], [-5.68, 0.93, -8.84], [-4.06, 1.33, -7.10], [-2.47, 1.24, -7.86], [-2.37, 0.27, -5.64], [-2.09, -0.98, -6.86], [-3.18, -2.98, -6.04], [-4.07, -2.38, -7.46], [-4.94, -2.78, -5.96], [0.33, 7.00, 5.14], [1.42, 6.20, 4.71], [1.64, 5.06, 5.50], [1.06, 3.80, 4.88], [-0.35, 3.85, 4.80], [-0.84, 4.20, 3.52], [0.16, 7.76, 4.38], [-0.58, 6.41, 5.27], [0.57, 7.50, 6.09], [1.21, 5.20, 6.50], [2.72, 4.93, 5.61], [1.33, 2.94, 5.50], [1.49, 3.65, 3.89], [-0.63, 3.41, 2.79], [-0.40, 5.13, 3.16], [-1.92, 4.32, 3.60], [-4.22, 11.44, 3.51], [-3.88, 11.68, 4.86], [-3.90, 10.51, 5.66], [-2.51, 9.97, 5.90], [-1.90, 9.51, 4.70], [-0.97, 10.42, 4.16], [-4.05, 12.37, 2.97], [-3.61, 10.65, 3.07], [-5.28, 11.17, 3.41], [-4.52, 9.74, 5.20], [-4.34, 10.78, 6.63], [-2.57, 9.11, 6.58], [-1.89, 10.73, 6.38], [-0.06, 10.49, 4.78], [-1.39, 11.43, 4.05], [-0.69, 10.05, 3.17], [4.50, -7.92, -5.86], [4.63, -7.45, -4.53], [4.60, -8.48, -3.55], [5.98, -8.85, -3.06], [6.78, -9.42, -4.08], [7.71, -8.52, -4.66], [4.68, -7.08, -6.52], [5.22, -8.71, -6.08], [3.49, -8.31, -6.04], [4.10, -9.37, -3.95], [4.01, -8.12, -2.71], [5.88, -9.59, -2.26], [6.47, -7.96, -2.65], [8.49, -8.26, -3.94], [7.22, -7.61, -5.00], [8.16, -9.03, -5.50]]
}



[3]
{
  "formula": "C4H9NO",
  "method": "ωB97M-V/def2-TZVPD",
  "e_homo_ev": [-7.11, -8.91],
  "total_charge": 0,
  "total_energy_ha": -287.66286,
  "lumo_energy_ev": [-0.69, 0.93],
  "e_above_lowest_kcal_mol": 106.4,
  "symbols": ["C", "C", "C", "C", "N", "O", "H", "H", "H", "H", "H", "H", "H", "H", "H"],
  "xyz": [[-1.03, 1.77, -0.23], [-0.40, -1.32, 1.07], [1.89, -1.09, -0.04], [0.46, -1.17, -0.13], [-1.22, 2.89, -1.06], [-1.86, 1.38, 0.57], [0.19, -1.83, 1.82], [-1.25, -1.94, 0.74], [-0.92, -0.44, 1.44], [2.20, -1.87, 0.58], [2.39, -1.28, -1.05], [2.43, -0.07, 0.37], [0.08, -1.11, -1.13], [-0.79, 2.75, -1.99], [-2.17, 3.32, -0.96]]
}



[4]
{
  "formula": "C3H3N4",
  "method": "ωB97M-V/def2-TZVPD",
  "e_homo_ev": [-13.19, -17.37],
  "total_charge": 1,
  "total_energy_ha": -334.69690,
  "spin_multiplicity": 3,
  "lumo_energy_ev": [-5.49, -8.74],
  "e_above_lowest_kcal_mol": 0.0,
  "symbols": ["C", "C", "C", "N", "N", "N", "N", "H", "H", "H"],
  "xyz": [[-1.97, 1.00, -0.05], [0.46, 0.44, 0.04], [-0.55, 1.37, -0.03], [-3.02, 0.55, -0.07], [1.77, 0.84, 0.00], [2.89, 0.89, -0.11], [0.43, -0.92, 0.20], [-0.30, 2.37, 0.11], [-0.44, -1.45, -0.06], [1.34, -1.27, 0.26]]
}



[5]
{
  "formula": "C16H26N4O2",
  "method": "ωB97M-V/def2-TZVPD",
  "e_homo_ev": -8.60,
  "total_charge": 0,
  "total_energy_ha": -994.81189,
  "smiles": "CNC(=O)[C@H](CC(C)C)NC(C)=O.Cc1cc(C)c(C#N)[nH]1",
  "lumo_energy_ev": 0.56,
  "e_above_lowest_kcal_mol": 8.8,
  "symbols": ["C", "N", "C", "O", "C", "C", "C", "C", "C", "N", "C", "C", "O", "H", "H", "H", "H", "H", "H", "H", "H", "H", "H", "H", "H", "H", "H", "H", "H", "H", "H", "C", "C", "C", "C", "C", "C", "C", "N", "N", "H", "H", "H", "H", "H", "H", "H", "H"],
  "xyz": [[0.06, 4.14, -3.89], [0.68, 3.73, -2.64], [0.19, 2.79, -1.82], [-0.85, 2.19, -2.07], [0.97, 2.56, -0.51], [0.53, 1.30, 0.29], [0.75, -0.05, -0.43], [2.21, -0.28, -0.80], [0.32, -1.18, 0.50], [0.85, 3.74, 0.36], [1.81, 4.31, 1.09], [3.21, 3.71, 1.11], [1.58, 5.31, 1.75], [-1.02, 4.23, -3.76], [0.24, 3.38, -4.66], [0.46, 5.09, -4.23], [1.52, 4.22, -2.34], [2.01, 2.43, -0.79], [1.09, 1.28, 1.23], [-0.53, 1.40, 0.54], [0.14, -0.09, -1.33], [2.33, -1.29, -1.20], [2.85, -0.17, 0.08], [2.52, 0.42, -1.57], [-0.72, -1.06, 0.77], [0.94, -1.19, 1.40], [0.43, -2.14, -0.02], [-0.05, 4.19, 0.42], [3.65, 3.78, 0.12], [3.16, 2.67, 1.43], [3.82, 4.28, 1.81], [-2.33, -3.42, 3.88], [-2.14, -3.66, 2.41], [-2.83, -3.06, 1.39], [-2.30, -3.58, 0.13], [-2.77, -3.17, -1.23], [-1.30, -4.48, 0.45], [-0.48, -5.24, -0.43], [0.20, -5.87, -1.14], [-1.21, -4.52, 1.84], [-2.61, -4.36, 4.38], [-3.12, -2.69, 4.05], [-1.41, -3.05, 4.33], [-3.62, -2.33, 1.49], [-3.83, -3.40, -1.35], [-2.63, -2.09, -1.37], [-2.22, -3.69, -2.02], [-0.55, -5.10, 2.36]]
}



[6]
{
  "formula": "C35H37MnN7O2",
  "method": "ωB97M-V/def2-TZVPD",
  "e_homo_ev": [-12.85, -12.83],
  "total_charge": 2,
  "total_energy_ha": -3040.24022,
  "spin_multiplicity": 4,
  "lumo_energy_ev": [-5.82, -7.98],
  "e_above_lowest_kcal_mol": 4.1,
  "symbols": ["Mn", "N", "C", "C", "N", "C", "C", "N", "H", "H", "H", "H", "H", "H", "H", "H", "H", "H", "H", "H", "H", "N", "C", "C", "C", "C", "C", "C", "C", "C", "C", "C", "C", "C", "N", "C", "C", "C", "C", "N", "H", "H", "H", "H", "H", "H", "H", "H", "H", "H", "C", "C", "C", "C", "C", "C", "N", "C", "C", "C", "C", "C", "C", "C", "O", "O", "C", "C", "H", "H", "H", "H", "H", "H", "H", "H", "H", "H", "H", "H", "H", "H"],
  "xyz": [[-0.10, -0.18, 0.29], [-1.25, 1.44, 1.20], [-0.34, 2.24, 2.06], [1.12, 2.06, 1.64], [1.39, 0.61, 1.53], [2.76, 0.27, 1.05], [2.70, -0.57, -0.23], [1.52, -1.47, -0.19], [-1.56, 2.03, 0.42], [-2.09, 1.21, 1.72], [-0.47, 1.91, 3.09], [-0.58, 3.31, 2.01], [1.77, 2.54, 2.37], [1.30, 2.51, 0.66], [1.31, 0.24, 2.47], [3.27, -0.30, 1.83], [3.34, 1.17, 0.84], [3.62, -1.14, -0.35], [2.60, 0.09, -1.10], [1.67, -2.17, 0.54], [1.47, -1.99, -1.07], [-5.19, -9.03, -0.15], [-4.62, -8.04, -0.06], [-3.91, -6.82, 0.03], [-2.66, -6.71, -0.60], [-1.97, -5.52, -0.53], [-2.49, -4.44, 0.18], [-3.73, -4.56, 0.81], [-4.44, -5.74, 0.73], [-1.80, -3.14, 0.22], [-1.32, -2.68, 1.45], [-1.47, -3.33, 2.69], [-1.02, -2.47, 3.67], [-0.60, -1.32, 3.00], [-0.74, -1.42, 1.67], [-1.80, -2.37, -0.95], [-2.44, -2.70, -2.18], [-2.35, -1.59, -2.98], [-1.68, -0.61, -2.23], [-1.34, -1.06, -1.02], [-2.25, -7.55, -1.13], [-1.00, -5.43, -1.00], [-4.15, -3.72, 1.34], [-5.41, -5.83, 1.20], [-1.89, -4.31, 2.83], [-1.01, -2.62, 4.73], [-0.23, -0.43, 3.49], [-2.90, -3.64, -2.41], [-2.74, -1.46, -3.97], [-1.46, 0.38, -2.55], [1.54, -1.48, -7.48], [2.25, -0.45, -6.66], [3.64, -0.52, -6.56], [4.35, 0.43, -5.83], [3.68, 1.45, -5.20], [2.27, 1.53, -5.27], [1.72, 2.52, -4.52], [0.40, 2.84, -4.18], [-0.45, 3.51, -5.06], [-1.71, 3.90, -4.65], [-2.14, 3.63, -3.36], [-1.31, 2.95, -2.49], [-0.04, 2.56, -2.87], [0.87, 1.81, -1.92], [2.09, 1.91, -2.03], [0.29, 1.10, -1.04], [1.54, 0.57, -6.02], [0.05, 0.60, -6.13], [2.25, -2.16, -7.93], [0.96, -1.01, -8.27], [0.85, -2.07, -6.87], [4.17, -1.32, -7.05], [5.43, 0.36, -5.75], [4.21, 2.19, -4.62], [2.39, 2.90, -3.84], [-0.10, 3.73, -6.06], [-2.35, 4.43, -5.34], [-3.12, 3.95, -3.04], [-1.65, 2.71, -1.49], [-0.26, 1.29, -6.91], [-0.41, 0.92, -5.20], [-0.33, -0.38, -6.39]]
}



no.,maximum force (eV/A)
1,4.1
2,0.1
3,4.2
4,5.4
5,1.8
6,1.5